(1)
Computed, not measured: a cluster of 12 separate species, C3H30NO12 in total, with ωB97M-V/def2-TZVPD.

Values from the calculation:
- HOMO-LUMO gap: 9.83 eV
- Net charge: +1
- Energy above the lowest of the compared OMol25 structures with the same formula, charge and spin: 95.61 kcal per mole
- Molecular weight: 272.268 g mol⁻¹

Each line ends with the Mulliken charge.
Atoms and positions in Å:
O  3.0484  3.0755  0.2329  -0.450
C  3.2197  1.9838  -0.2754  -0.284
C  1.8820  1.2207  -0.5429  -0.244
N  1.3051  0.2973  0.3970  0.666
C  0.7456  -0.7251  -0.4223  -0.242
H  4.0855  1.6995  -0.8119  0.422
H  1.1993  2.0044  -0.9652  0.034
H  2.1494  0.6945  -1.4998  0.435
H  2.1176  -0.0603  0.9359  0.510
H  0.6430  0.7381  1.0310  0.236
H  0.6514  -0.6088  -1.4533  0.108
H  -0.2626  -1.0445  -0.0262  0.042
H  1.2975  -1.8075  -0.3504  -0.144
H  -3.7184  0.5134  1.6902  0.192
H  -2.1938  0.6100  1.4732  0.330
O  -3.0626  0.2067  1.2441  -0.531
H  -2.3569  1.9330  -2.7786  0.269
H  -2.4397  0.8323  -1.8636  0.244
O  -1.8875  1.4756  -2.1197  -0.453
H  0.2929  -3.4582  -2.7047  0.333
H  -0.8681  -2.6364  -3.3339  0.326
O  -0.4940  -2.9089  -2.3835  -0.654
H  0.7208  1.5791  -3.1833  0.330
H  0.7706  0.0496  -3.3359  0.254
O  1.3470  0.7827  -3.1555  -0.654
H  -1.0180  2.8464  2.7814  0.299
H  -1.2442  2.9710  1.2386  0.339
O  -0.6962  2.4764  1.8927  -0.683
H  2.7296  -1.1989  3.0957  0.283
H  1.2583  -0.7839  3.2019  0.262
O  2.0903  -0.7853  2.6098  -0.565
H  -3.0551  -0.7512  -0.4627  0.311
H  -4.3944  -0.7856  -0.4427  0.321
O  -3.7701  -0.8193  -1.1281  -0.637
H  3.7718  -2.5835  0.0478  0.313
H  2.4654  -2.3836  0.9161  0.333
O  3.3274  -2.0024  0.7220  -0.635
H  0.0924  4.3668  -0.4429  0.321
H  -0.8873  3.4525  -1.0053  0.318
O  -0.2040  3.4460  -0.1941  -0.645
H  -2.1085  -1.4458  2.3387  0.347
H  -1.6245  -1.3699  3.8295  0.279
O  -2.0913  -1.9112  3.2312  -0.638
H  -1.0205  -3.1600  -0.1422  0.259
H  -0.7357  -3.3376  1.3761  0.279
O  -1.0780  -2.6874  0.7382  -0.535

Cartesian forces (eV/Å) of the 2 atoms listed first:
O 1.52 -0.72 -0.07
C -4.11 2.15 1.32


(2)
Computed, not measured: a cluster of 11 separate species, C3H30NO13 in total, with ωB97M-V/def2-TZVPD.

Values from the calculation:
- HOMO-LUMO gap: 10.22 eV
- Net charge: +1
- Energy above the lowest of the compared OMol25 structures with the same formula, charge and spin: 83.08 kcal per mole
- Molecular weight: 288.267 g mol⁻¹

Each line ends with the Mulliken charge.
Atoms and positions in Å:
O  -2.5119  3.0807  0.0852  -0.583
C  -2.9440  1.7762  0.0817  -0.419
C  -1.9545  0.9667  -0.8984  -0.092
C  -2.8404  0.1547  -1.9471  -0.452
O  -2.2786  -0.1667  -3.1826  -0.531
N  -1.1502  0.0454  -0.1727  0.481
H  -3.7429  1.8337  -0.5249  0.760
H  -1.3674  1.6496  -1.5369  0.301
H  -3.7624  0.7620  -2.0772  0.310
H  -3.2450  -0.8463  -1.4157  0.174
H  -1.2946  -0.1745  -3.0467  0.272
H  -1.3112  0.0683  0.8759  0.399
H  -1.0817  -0.9547  -0.5160  0.205
H  -0.1156  0.3264  -0.3232  0.176
H  2.6712  -1.0308  3.7351  0.307
H  3.9795  -0.3575  3.3877  0.354
O  3.3615  -1.0439  3.0628  -0.637
H  0.1353  -1.9067  -2.4456  0.408
H  -1.4999  -2.3625  -2.6316  0.322
O  -0.6540  -2.5969  -2.2700  -0.658
H  -1.4805  3.1336  0.3715  0.412
H  -2.7101  1.3857  1.9745  0.329
O  -3.2190  1.0556  1.2275  -0.571
H  0.9030  4.0341  -0.2219  0.265
H  0.5393  3.3866  1.0439  0.314
O  0.3193  3.3502  0.0538  -0.608
H  -0.6980  -3.6165  0.5593  0.307
H  -2.0633  -2.9919  0.3676  0.273
O  -1.2195  -2.8827  0.8286  -0.608
H  0.2893  -2.0889  4.1245  0.302
H  0.1860  -2.0853  2.6588  0.284
O  0.6884  -1.5946  3.4084  -0.601
H  1.1509  -0.6351  -3.9282  0.228
H  1.4277  -0.6610  -2.4479  0.313
O  0.7405  -0.4280  -3.0874  -0.548
H  3.3775  -1.9150  -1.8011  0.227
H  3.4754  -1.4084  -3.1929  0.258
O  3.0502  -1.3173  -2.3483  -0.588
H  3.6477  0.3300  1.7315  0.289
H  4.2862  1.6110  1.6205  0.308
O  3.3556  1.2410  1.7034  -0.623
H  2.4171  0.3557  0.3311  0.253
H  2.3805  -0.2217  -1.1473  0.432
O  1.7609  0.0079  -0.3936  -0.690
H  -0.8922  1.1742  3.1396  0.255
H  0.3519  0.6404  2.8218  0.177
O  -0.4579  0.9172  2.3622  -0.489

Cartesian forces (eV/Å) of the 2 atoms listed first:
O 3.36 0.66 2.62
C 3.59 -0.47 -1.70


(3)
Computed, not measured: a cluster of 14 separate species, C3H32NO16 in total, with ωB97M-V/def2-TZVPD.

Values from the calculation:
- HOMO-LUMO gap: 8.85 eV
- Net charge: -1
- Energy above the lowest of the compared OMol25 structures with the same formula, charge and spin: 0.00 kcal per mole
- Molecular weight: 338.280 g mol⁻¹

Each line ends with the Mulliken charge.
Atoms and positions in Å:
O  0.7867  0.9167  2.1199  -0.611
C  1.3408  0.1412  1.2914  0.847
O  2.5434  0.1429  1.0392  -0.967
C  0.5657  -0.8928  0.3251  -0.206
C  0.3595  -0.4188  -1.1514  1.316
O  0.3929  -1.3935  -2.1965  -0.632
N  -0.6613  -1.5125  0.8594  -0.232
H  1.4102  -1.6254  0.2598  0.082
H  1.1010  0.3964  -1.4576  -0.519
H  -0.6395  0.0458  -1.1285  -0.603
H  1.0770  -2.0582  -1.9723  0.452
H  -1.2316  -1.8016  0.1009  0.245
H  -1.2904  -0.7560  1.2402  0.362
H  1.4048  3.5633  -0.0542  0.395
H  2.2777  2.4265  -0.4583  0.263
O  1.8101  3.1776  -0.8541  -0.627
H  -2.9236  2.2636  -2.1890  0.324
H  -2.6485  2.2767  -0.6938  0.429
O  -3.1908  2.7234  -1.3725  -0.646
H  -1.6109  -3.6427  -2.3934  0.273
H  -2.1870  -4.1450  -0.9239  0.315
O  -2.2003  -3.4399  -1.5861  -0.597
H  -3.7501  -1.9175  1.4856  0.279
H  -3.9452  -2.6387  0.0851  0.301
O  -3.3549  -2.4870  0.8562  -0.587
H  -1.2649  2.8172  1.0429  0.265
H  -0.5341  1.4440  1.2594  0.246
O  -1.0290  2.0089  0.5900  -0.577
H  3.3619  -1.7684  -0.4750  0.321
H  3.3957  -0.3893  -0.2355  0.468
O  3.7427  -1.0108  -0.9491  -0.724
H  -2.0061  0.5466  -1.9991  -0.086
H  -2.9565  -0.7363  -1.7334  0.324
O  -2.5736  -0.1317  -2.3656  -0.604
H  1.4776  1.4314  -2.8522  0.305
H  1.6562  0.4215  -3.9081  0.329
O  2.0832  1.2158  -3.5692  -0.616
H  1.2464  2.4447  2.2642  0.213
H  2.2467  3.5730  2.0628  0.280
O  1.3247  3.3767  1.8631  -0.739
H  2.8094  -0.2140  3.2719  0.281
H  1.4154  -0.6451  4.0717  0.353
O  2.0817  -0.8014  3.3984  -0.604
H  -1.0301  2.0577  -3.0605  0.375
H  -0.8770  3.5128  -3.1731  0.334
O  -1.3518  2.8097  -3.5703  -0.640
H  0.0504  0.1013  3.3570  0.259
H  -0.7531  -1.1096  3.2634  0.379
O  -0.5438  -0.4427  3.8995  -0.800
H  0.9057  -2.6326  2.6221  0.404
H  1.0242  -3.7577  1.4344  0.264
O  0.6623  -3.4658  2.2591  -0.667

Cartesian forces (eV/Å) of the 2 atoms listed first:
O -0.97 -0.52 -0.39
C -0.37 -0.16 -1.99


(4)
Computed, not measured: a cluster of 13 separate species, C3H33O13 in total, with ωB97M-V/def2-TZVPD.

Values from the calculation:
- HOMO-LUMO gap: 8.46 eV
- Net charge: +1
- Energy above the lowest of the compared OMol25 structures with the same formula, charge and spin: 55.21 kcal per mole
- Molecular weight: 277.284 g mol⁻¹

Each line ends with the Mulliken charge.
Atoms and positions in Å:
O  -1.9215  -1.0657  -3.5904  -0.402
H  -2.7315  -0.5638  -3.3700  0.454
H  -1.3418  -1.1101  -2.7470  0.264
H  -1.4396  -0.6351  -4.3197  0.465
O  1.8723  -3.1815  -1.8077  -0.399
H  1.0682  -2.5666  -1.5916  0.339
H  1.6511  -3.7115  -2.5957  0.451
H  2.6706  -2.6379  -1.9278  0.435
C  -0.9563  0.4979  -0.5270  -0.541
C  0.1949  -0.4589  -0.7738  0.971
C  0.8369  -1.0060  0.5017  -0.373
O  -0.1503  -1.5338  -1.6402  -0.929
H  -1.2999  0.9327  -1.4704  0.323
H  -0.6145  1.3054  0.1186  -0.041
H  -1.8120  0.0219  -0.0426  -0.062
H  0.9682  0.2019  -1.1999  -0.109
H  0.0982  -1.6050  1.0369  0.009
H  1.1503  -0.1900  1.1488  0.009
H  1.6906  -1.6432  0.2599  0.064
O  4.6585  -1.7697  0.9275  -0.661
H  4.1953  -2.5117  0.5271  0.280
H  5.5288  -1.7667  0.5083  0.335
O  -2.1124  -2.8230  0.1905  -0.724
H  -1.3950  -2.3978  -0.3078  0.449
H  -2.2690  -2.2431  0.9465  0.338
O  0.8304  -3.3402  3.3600  -0.591
H  0.8353  -3.3244  2.3987  0.281
H  1.1658  -4.2130  3.5908  0.316
O  -0.7351  0.9444  3.0877  -0.630
H  0.1946  1.1309  2.9245  0.299
H  -1.2077  1.6719  2.6640  0.340
O  -2.8573  3.3210  0.8407  -0.621
H  -2.3106  3.6118  1.5809  0.298
H  -2.3505  3.5724  0.0551  0.356
O  -0.0973  4.1695  1.7720  -0.618
H  0.2973  3.4151  1.3170  0.334
H  0.6199  4.5335  2.3004  0.282
O  3.5386  0.7956  0.8610  -0.634
H  4.2179  1.1220  1.4602  0.278
H  3.7462  -0.1507  0.7562  0.357
O  -4.8737  -0.9864  0.3729  -0.617
H  -4.3626  -1.4453  -0.3030  0.297
H  -4.5991  -0.0642  0.3080  0.318
O  -2.0585  3.7890  -1.9091  -0.640
H  -1.3090  3.5685  -2.4708  0.282
H  -2.8285  3.4478  -2.3769  0.301
O  1.7846  2.6620  -0.1577  -0.600
H  2.1620  1.9204  0.3550  0.386
H  1.6571  2.3096  -1.0417  0.279

Cartesian forces (eV/Å) of the 2 atoms listed first:
O -0.79 0.36 -0.32
H 0.00 -0.11 -0.24